C11H10BrNSeV as an isolated structure in a non-equilibrium geometry, computed with ωB97M-V with the def2-TZVPD basis set.

Geometry as XYZ:
```
25
Properties=species:S:1:pos:R:3:forces:R:3
C -1.513 -0.804 -0.144 -1.69 -0.11 0.08
C -1.564 -1.315 1.189 -2.04 -0.27 -0.49
C -1.835 -0.232 2.064 -1.68 -0.01 0.33
H -1.503 -2.361 1.451 0.33 0.20 0.07
C -1.914 0.969 1.286 -1.19 -0.18 0.11
C -1.680 0.621 -0.081 -1.93 -0.23 -0.31
H -1.723 1.305 -0.922 0.34 -0.27 0.18
H -1.388 -1.397 -1.038 0.41 0.22 0.18
H -2.026 -0.317 3.148 0.59 0.17 -0.82
H -2.188 1.963 1.662 0.54 -0.55 -0.15
V -0.034 0.065 0.993 7.24 0.22 0.21
Br 1.621 -1.852 1.010 -0.43 -0.04 0.73
C 2.068 0.643 -1.564 -0.44 -0.23 0.11
C 1.055 1.460 -2.156 -0.66 -0.59 -0.08
C 0.094 0.592 -2.766 0.81 0.08 0.17
H 1.041 2.550 -2.207 0.02 -0.31 0.12
C 0.525 -0.751 -2.560 0.51 0.71 -0.04
C 1.757 -0.717 -1.845 -0.60 0.36 -0.54
H 2.380 -1.580 -1.614 -0.36 0.39 0.06
H 2.949 0.986 -1.018 -0.24 -0.05 -0.28
H -0.779 0.909 -3.337 0.15 -0.07 0.17
H -0.009 -1.645 -2.884 0.24 0.18 -0.03
Se 2.534 0.015 4.935 0.84 -0.31 0.91
C 1.469 0.296 3.622 -2.77 1.28 -2.45
N 0.664 0.595 2.776 2.02 -0.60 1.74
```
Positions in Å, forces in eV/Å.

Results
* 2S+1: 3
* highest occupied orbital energy (spin up / spin down): -3.32 / -3.33 eV
* total charge: -1

Charge distribution, Mulliken scheme, values in e: -0.2556 -0.3965 -0.4391 0.4271 -0.2164 -0.5001 0.4850 0.4071 0.4226 0.4089 0.5803 -0.5318 -0.8151 -0.4058 -0.6301 0.4048 -0.7183 -0.6728 0.5339 0.4061 0.5423 0.6087 -0.2314 0.1809 -0.5947

A 8-piece molecular cluster, C30H83N7O9 overall in a non-equilibrium geometry, computed with ωB97M-V with the def2-TZVPD basis set.

Geometry as XYZ:
```
129
Properties=species:S:1:pos:R:3:forces:R:3
C 14.348 19.365 14.498 -0.81 0.43 -0.15
O 15.660 19.415 14.970 0.35 -0.25 0.45
C 16.453 20.490 14.503 -1.01 0.34 -0.29
C 16.915 20.207 13.084 2.90 -0.18 0.54
C 17.669 18.851 12.981 -1.15 0.16 -0.94
N 17.904 21.254 12.741 -1.43 0.44 -0.15
H 13.744 20.155 14.960 -0.03 0.03 -0.02
H 13.884 18.411 14.747 0.32 -0.08 0.26
H 14.223 19.465 13.413 0.39 0.09 -0.05
H 15.933 21.460 14.540 -0.43 -0.19 -0.21
H 17.251 20.670 15.229 0.40 -0.64 -0.25
H 16.103 20.209 12.360 -0.12 0.20 0.07
H 18.059 18.811 11.961 -0.01 -0.09 -0.07
H 16.958 18.025 13.069 0.34 -0.17 0.35
H 18.540 18.760 13.625 -0.21 0.05 0.46
H 18.593 21.366 13.467 0.30 -0.14 -0.09
H 18.297 21.095 11.824 0.44 -0.28 0.14
C 22.103 25.005 9.709 -0.17 0.25 0.62
O 22.519 23.659 9.729 0.11 0.38 0.09
C 22.823 23.226 11.038 0.52 -0.85 -0.35
C 24.005 23.921 11.724 0.59 0.23 -0.85
C 25.325 23.695 10.957 -0.12 0.16 -0.64
N 24.103 23.412 13.085 -0.03 0.14 0.43
H 21.350 25.213 10.484 -0.14 -0.35 -0.21
H 21.657 25.235 8.748 0.26 -0.02 -0.12
H 22.918 25.691 9.960 0.12 0.03 -0.48
H 21.919 23.234 11.657 0.06 0.16 0.15
H 23.136 22.187 10.891 -0.24 -0.15 0.20
H 23.817 24.998 11.716 -0.09 -0.01 0.50
H 25.218 23.790 9.871 -0.35 -0.17 0.06
H 25.709 22.694 11.167 0.00 -0.04 -0.04
H 26.112 24.420 11.175 -0.14 -0.01 0.53
H 24.758 23.974 13.620 -0.09 0.08 -0.02
H 24.526 22.488 13.055 -0.13 -0.05 -0.03
C 22.986 17.087 16.247 0.55 0.14 1.01
O 22.522 18.038 15.336 -0.34 0.04 -0.49
C 22.647 19.367 15.783 0.04 0.09 0.03
C 21.638 20.274 15.079 0.08 -0.17 -1.39
C 21.820 20.273 13.549 -0.01 -1.03 0.54
N 21.722 21.676 15.506 0.51 -0.93 1.38
H 22.412 17.092 17.184 -0.37 -0.14 -0.25
H 24.005 17.303 16.606 0.13 0.01 -0.43
H 22.979 16.102 15.793 -0.15 0.03 -0.09
H 22.469 19.402 16.866 0.04 0.14 0.05
H 23.667 19.724 15.577 0.07 0.08 0.12
H 20.651 19.868 15.321 -0.10 0.26 -0.01
H 21.123 20.965 13.086 0.08 0.17 -0.09
H 21.642 19.270 13.153 -0.11 0.06 -0.01
H 22.858 20.498 13.291 -0.04 0.35 -0.02
H 21.703 21.591 16.528 -0.26 0.54 -0.13
H 22.682 21.983 15.332 -0.13 0.08 -0.24
C 20.693 27.179 6.980 0.28 -0.52 -0.62
O 21.204 28.006 7.989 0.16 0.94 -0.06
C 20.290 28.222 9.031 -0.52 -2.02 1.14
C 20.876 28.994 10.220 -0.16 0.71 -0.80
C 21.913 28.272 11.068 -0.19 -0.56 -0.52
N 19.770 29.425 11.092 0.19 1.22 -0.37
H 19.658 27.389 6.700 -0.08 0.24 0.15
H 20.762 26.112 7.219 -0.19 0.04 0.34
H 21.316 27.286 6.093 0.02 0.31 0.02
H 19.333 28.684 8.749 0.25 0.40 -0.53
H 19.963 27.221 9.371 0.58 0.48 -0.33
H 21.268 29.863 9.673 0.71 0.09 0.55
H 22.124 28.791 12.002 0.34 0.32 -0.22
H 22.803 28.065 10.475 0.20 0.30 0.21
H 21.548 27.292 11.387 -0.14 0.28 -0.23
H 20.141 29.965 11.867 0.20 -0.17 0.08
H 19.215 30.114 10.588 -0.16 -0.20 -0.03
C 23.168 23.833 21.339 0.04 -0.22 0.15
O 22.548 23.138 20.280 0.04 0.23 0.28
C 21.412 23.831 19.781 -0.06 -0.70 -0.93
C 20.759 22.844 18.784 -0.57 -0.29 0.29
C 19.421 23.274 18.192 0.09 0.96 0.61
N 20.499 21.545 19.427 0.65 0.15 0.03
H 22.434 24.068 22.117 0.03 0.20 -0.01
H 23.669 24.744 20.996 -0.14 0.10 -0.01
H 23.920 23.187 21.793 -0.01 -0.08 -0.17
H 20.721 24.074 20.596 0.00 0.17 0.02
H 21.752 24.719 19.236 -0.24 0.26 0.20
H 21.500 22.741 17.989 0.00 -0.25 0.02
H 18.715 23.393 19.022 0.00 0.17 -0.01
H 18.947 22.548 17.535 0.47 -0.15 -0.18
H 19.510 24.244 17.697 -0.12 -0.07 -0.12
H 19.725 21.686 20.072 -0.06 -0.14 -0.08
H 21.304 21.343 20.015 -0.08 -0.20 -0.06
C 18.499 26.903 11.275 0.03 -0.64 0.18
O 18.678 25.730 12.051 0.51 -0.35 -0.28
C 19.907 25.745 12.769 -1.07 -0.56 0.07
C 20.032 24.396 13.478 -0.41 0.30 1.08
C 18.849 24.201 14.444 0.53 0.17 0.09
N 21.259 24.383 14.294 0.43 -0.63 -0.18
H 18.907 26.789 10.262 -0.60 -0.47 0.59
H 19.046 27.750 11.696 -0.72 -0.32 0.12
H 17.427 27.064 11.185 -0.06 0.26 0.11
H 20.769 25.919 12.111 -0.20 -0.03 0.28
H 19.779 26.555 13.496 0.71 -0.05 0.21
H 20.034 23.557 12.772 -0.10 0.18 -0.32
H 17.900 24.152 13.920 -0.04 -0.07 0.04
H 18.852 25.020 15.169 -0.14 0.20 -0.19
H 19.022 23.315 15.060 -0.16 -0.25 -0.26
H 22.051 24.153 13.690 0.13 0.51 0.00
H 21.250 23.507 14.831 -0.39 0.29 0.03
C 19.971 19.864 9.387 -0.28 -0.60 0.09
O 18.965 20.823 9.648 0.53 0.15 -0.22
C 19.361 22.076 9.127 -0.50 1.43 -0.46
C 18.151 23.036 9.096 -0.54 -1.87 0.48
C 18.380 24.205 8.192 1.92 0.62 0.53
N 17.745 23.436 10.436 0.58 0.42 0.00
H 20.965 20.225 9.662 0.02 0.04 0.01
H 19.963 19.555 8.336 0.11 0.27 -0.09
H 19.744 18.959 9.954 0.00 0.15 0.19
H 20.149 22.552 9.724 0.11 -0.23 0.21
H 19.759 22.032 8.105 0.02 -0.61 -0.07
H 17.359 22.432 8.630 -0.17 0.06 0.27
H 17.689 25.030 8.342 -0.57 -0.36 -0.52
H 18.581 23.835 7.186 -0.65 0.42 -0.25
H 19.342 24.678 8.472 -0.04 -0.13 0.08
H 18.479 24.072 10.750 -0.45 0.33 0.23
H 17.800 22.689 11.135 -0.41 0.13 -0.53
O 23.557 28.553 14.493 -0.17 -0.21 0.08
C 22.291 27.963 14.833 0.31 0.78 0.67
C 22.367 27.129 16.116 0.47 -0.06 -0.73
O 21.131 26.473 16.335 0.80 -0.30 0.25
H 23.636 29.347 15.029 0.19 0.00 -0.04
H 21.589 28.787 15.003 -0.36 -0.28 -0.27
H 21.984 27.348 13.993 -0.10 -0.06 0.05
H 22.679 27.730 16.976 -0.42 0.19 0.02
H 23.211 26.441 15.962 -0.23 -0.29 0.08
H 21.263 25.611 15.885 -0.57 0.26 -0.28
```
Positions in Å, forces in eV/Å.

Results
* 2S+1: 1
* highest occupied orbital energy: -8.43 eV
* structure (SMILES): COC[C@H](C)N.COC[C@H](C)N.COC[C@H](C)N.COC[C@H](C)N.COC[C@H](C)N.COC[C@H](C)N.COC[C@H](C)N.OCCO
* total charge: 0

Results of the Mulliken charge analysis, in e, for atoms 1 through 99: -0.6804 -0.4140 -0.5007 0.2506 -1.1233 -0.1702 0.2988 0.2764 0.2793 0.3573 0.2078 0.4206 0.2900 0.4051 0.0900 -0.4122 0.3190 -0.1572 -0.5257 0.5281 0.0337 -1.7129 -0.3700 -0.1273 0.0502 0.5619 -0.9346 0.5960 0.3126 0.3173 0.3921 0.3950 0.2449 0.2904 -0.8212 -0.2868 -0.8192 -0.0383 -1.0237 -0.0656 0.3235 0.3155 0.2523 0.5357 0.3121 0.1600 -0.0255 0.4471 0.3855 -0.3411 0.2395 -0.5861 -0.4519 0.2418 0.2379 -0.7202 -0.6001 0.3473 0.1657 0.2839 0.4022 -0.6048 0.3417 0.5842 0.3706 -0.3068 0.2197 0.2694 -0.7638 -0.3188 -0.8942 0.9900 -1.2969 -0.7278 0.3185 0.2774 0.2445 0.4267 0.3054 -0.0295 0.4832 0.3014 0.1827 0.3124 0.3041 -0.5273 -0.5710 0.4249 2.3818 -1.9549 0.3612 -0.2029 0.5263 0.4576 -1.6798 0.9151 -0.6282 0.3643 0.3516

C27H33GeMgN6O as an isolated structure in a non-equilibrium geometry, computed with ωB97M-V with the def2-TZVPD basis set.

Geometry as XYZ:
```
69
Properties=species:S:1:pos:R:3:forces:R:3
Mg -0.560 -0.280 1.283 -1.19 -2.00 0.35
N -0.256 3.087 1.787 -0.39 -0.77 -0.66
C 0.604 3.080 3.039 -0.10 1.62 1.41
C -0.156 2.501 4.261 0.30 0.30 -0.84
C -0.209 0.975 4.216 -1.61 0.81 1.65
N -1.105 0.553 3.131 -1.64 -0.63 0.62
C 1.134 0.322 4.096 -0.20 0.26 -1.20
C 1.938 0.890 2.896 0.45 -1.03 0.45
N 1.426 0.334 1.594 0.57 -0.39 -0.59
C 1.946 2.421 2.845 1.43 -0.27 0.52
H -0.961 3.834 1.797 0.18 -0.01 0.10
H -0.802 2.183 1.704 0.77 1.17 0.10
H 0.327 3.225 0.934 -0.50 -0.10 0.50
H 0.807 4.155 3.305 -0.34 -0.88 -0.73
H -1.153 3.016 4.382 0.94 -0.72 0.02
H 0.484 2.739 5.111 -0.27 0.34 0.13
H -0.671 0.706 5.207 0.41 -0.09 -0.88
H -2.009 1.067 3.172 0.65 -0.38 0.00
H -1.432 -0.401 3.414 0.23 0.59 -0.52
H 0.986 -0.759 3.990 0.24 0.09 0.01
H 1.657 0.504 5.012 0.59 0.01 0.48
H 2.959 0.477 3.045 -0.38 0.72 -0.30
H 1.895 -0.577 1.416 -0.23 0.59 0.20
H 1.770 0.920 0.825 0.11 -0.25 0.11
H 2.491 2.781 1.936 -0.43 -0.15 0.63
H 2.570 2.756 3.733 -0.64 -0.26 -1.06
N -1.536 -4.457 2.208 0.85 -0.67 0.37
C -1.655 -3.134 2.197 -1.84 -0.27 -0.45
O -0.697 -2.304 2.235 0.72 0.88 -0.52
C -3.037 -2.693 2.062 0.98 0.48 0.08
C -4.114 -3.567 2.141 -1.46 -2.56 0.02
N -4.822 -4.495 2.208 0.89 1.57 -0.05
C -3.164 -1.403 1.652 0.08 3.42 -0.64
N -3.106 -0.254 1.343 0.63 -1.98 0.44
H -0.600 -4.863 2.396 -1.33 0.12 -0.26
H -2.427 -5.004 2.125 1.58 0.38 0.27
C -2.750 -0.942 -1.940 -2.06 -0.25 0.02
Ge -0.873 -0.711 -1.513 0.04 -0.47 -2.88
C -0.203 -2.224 -2.699 -0.21 0.94 1.61
C 0.324 -2.012 -3.954 0.64 0.15 -0.50
C 0.675 -3.111 -4.746 0.77 0.28 -0.36
C 0.537 -4.403 -4.271 -0.70 0.68 1.32
C 0.022 -4.588 -2.974 -0.05 -0.01 -0.41
C -0.382 -3.507 -2.201 0.29 -0.35 0.15
C -0.330 0.969 -2.369 0.05 0.15 1.74
C -1.292 1.936 -2.547 -1.63 -0.56 0.08
C -1.018 3.095 -3.252 0.39 0.84 -0.28
C 0.281 3.381 -3.616 -0.60 1.27 -1.18
C 1.338 2.551 -3.218 0.54 -0.50 -0.13
C 2.710 2.873 -3.411 0.31 -0.03 0.78
C 3.689 2.033 -2.926 -0.49 -0.10 -1.07
C 3.368 0.716 -2.522 -1.17 1.45 0.96
C 2.066 0.413 -2.244 -0.41 0.44 -0.64
C 1.019 1.323 -2.584 0.87 -0.42 -0.15
H -3.040 -0.656 -3.013 0.84 -0.12 1.48
H -3.471 -0.460 -1.214 0.74 -0.68 -0.92
H -2.855 -2.055 -1.921 -0.27 0.86 0.22
H 0.555 -1.004 -4.309 -0.20 -0.32 0.05
H 1.228 -2.959 -5.683 -0.64 0.07 0.27
H 0.814 -5.246 -4.860 0.27 -0.44 -0.31
H -0.036 -5.584 -2.576 -0.15 -0.28 0.09
H -0.779 -3.628 -1.181 0.18 -0.25 -0.55
H -2.343 1.743 -2.256 0.68 0.03 -0.18
H -1.814 3.785 -3.515 0.07 -0.15 -0.01
H 0.440 4.260 -4.301 0.15 -0.88 1.04
H 2.990 3.829 -3.837 -0.11 -0.02 0.00
H 4.719 2.330 -2.952 0.34 0.09 -0.23
H 4.130 0.056 -2.256 1.18 -1.05 0.23
H 1.755 -0.538 -1.841 0.27 -0.30 0.00
```
Positions in Å, forces in eV/Å.

Results
* 2S+1: 2
* highest occupied orbital energy (spin up / spin down): -13.20 / -13.16 eV
* total charge: +2

Charge distribution, Mulliken scheme, values in e: 1.2677 0.1085 0.1909 -1.2645 0.1965 -0.7248 -1.3835 0.3725 -0.3577 -1.3090 0.5111 -0.0991 0.3778 0.2552 0.3323 0.4875 0.3572 0.3721 0.4018 0.3926 0.4747 0.3389 0.4585 0.0529 0.4392 0.4060 -0.3870 0.7887 -0.7412 0.0958 -0.1102 -0.4949 0.5127 -0.8036 0.2893 0.2152 -1.3304 0.7473 0.3914 -0.2496 -0.6399 -0.5966 -0.5506 -0.4343 0.6936 -0.6346 -0.9810 -0.6056 0.3746 -0.6956 -0.6550 -1.0584 -0.4991 0.4203 0.4340 0.4328 0.4764 0.3314 0.3529 0.4413 0.4209 0.2738 0.4460 0.4627 0.3718 0.4359 0.4911 0.4711 0.4418

A 2-piece molecular cluster, C5H12O overall in a non-equilibrium geometry, computed with ωB97M-V with the def2-TZVPD basis set.

Geometry as XYZ:
```
18
Properties=species:S:1:pos:R:3:forces:R:3
C -2.767 -0.791 -1.949 0.67 3.28 1.36
C -1.346 -0.443 -1.347 -0.76 -1.62 -0.61
C -1.367 0.656 -0.187 1.41 -2.36 0.63
C 0.024 0.981 0.213 -0.22 1.53 -2.31
C 0.584 1.022 1.463 -1.72 -1.80 2.07
H -2.662 -1.363 -2.820 0.11 -1.48 -0.77
H -3.064 0.174 -2.345 -0.68 0.25 -0.14
H -3.539 -1.068 -1.230 0.37 -0.52 -0.14
H -0.782 0.046 -2.156 0.05 -0.61 0.15
H -0.965 -1.527 -1.153 0.30 2.40 0.55
H -1.865 1.551 -0.469 -0.25 1.10 -1.06
H -1.897 0.354 0.683 -0.58 -0.72 0.77
H 0.640 1.436 -0.583 -0.08 -0.49 0.08
H -0.233 0.989 2.266 1.69 0.44 -0.51
H 1.623 0.743 1.684 -0.34 0.59 0.00
H 3.503 -0.911 1.014 2.61 -0.81 2.43
H 4.696 -0.245 1.802 0.08 -0.27 0.04
O 4.222 -1.090 1.769 -2.66 1.08 -2.54
```
Positions in Å, forces in eV/Å.

Results
* 2S+1: 2
* highest occupied orbital energy (spin up / spin down): -14.63 / -14.63 eV
* total charge: +1

Charge distribution, Mulliken scheme, values in e: -1.2448 -0.3979 -0.5913 0.1686 -0.4292 0.3834 0.3388 0.3509 0.3360 0.3235 0.3737 0.4335 0.3607 0.3040 0.2843 0.2972 0.3366 -0.6279

A single C3H6INS molecule in a non-equilibrium geometry, computed with ωB97M-V with the def2-TZVPD basis set.

Geometry as XYZ:
```
12
Properties=species:S:1:pos:R:3:forces:R:3
S -0.839 -1.683 -1.235 -0.74 -0.77 -0.44
C -0.643 -0.377 0.017 0.73 -1.92 -0.35
C 0.764 -0.440 0.689 0.54 0.12 0.50
N 0.780 1.058 0.571 -0.33 -0.99 0.48
I 2.381 2.268 0.423 0.16 -0.22 -0.16
C -0.264 1.043 -0.453 -2.31 1.53 0.91
H -1.970 -2.380 -0.795 1.07 0.95 -0.16
H -1.520 -0.605 0.637 0.47 1.23 0.23
H 0.919 -0.822 1.732 -0.47 0.42 -0.80
H 1.457 -1.029 0.040 -0.25 0.70 0.20
H 0.107 1.260 -1.489 -0.66 -0.64 0.68
H -1.172 1.706 -0.135 1.78 -0.42 -1.09
```
Positions in Å, forces in eV/Å.

Results
* 2S+1: 1
* highest occupied orbital energy: -8.54 eV
* structure (SMILES): SC1CN(I)C1
* total charge: 0

Charge distribution, Mulliken scheme, values in e: -0.2847 -0.0456 -0.5007 -0.3796 0.1034 -0.3987 0.1363 0.2931 0.2533 0.2731 0.3584 0.1915